{"formula": "C41H64CrN3O2P2S", "method": "ωB97M-V/def2-TZVPD", "multiplicity": 5, "energy_ha": -4040.7070, "homo_lumo_gap_ev": [6.09, 5.56], "lumo_ev": [-3.56, -4.42], "de_lowest_kj_mol": 238.6, "total_charge": 1, "symbols": ["Cr", "C", "C", "C", "C", "C", "C", "C", "N", "C", "C", "C", "C", "C", "C", "O", "C", "C", "C", "C", "C", "C", "C", "C", "C", "O", "C", "C", "C", "C", "C", "C", "H", "H", "H", "H", "H", "H", "H", "H", "H", "H", "H", "H", "H", "H", "H", "H", "H", "H", "H", "H", "H", "H", "H", "H", "H", "H", "H", "H", "H", "H", "H", "H", "H", "H", "H", "H", "H", "H", "H", "H", "C", "P", "C", "C", "C", "P", "C", "C", "H", "H", "H", "H", "H", "H", "H", "H", "H", "H", "H", "H", "H", "H", "H", "H", "N", "C", "S", "N", "C", "C", "C", "C", "C", "C", "H", "H", "H", "H", "H", "H", "H", "H"], "xyz": [[-1.09, 0.63, -0.85], [3.99, 3.01, 4.15], [3.93, 1.66, 3.43], [3.56, 0.59, 4.47], [5.30, 1.31, 2.84], [2.90, 1.76, 2.32], [1.82, 0.91, 2.20], [0.88, 1.10, 1.18], [-0.20, 0.32, 0.93], [-0.65, -0.70, 1.70], [-0.54, -0.78, 3.09], [-0.97, -1.91, 3.75], [-1.49, -2.96, 2.97], [-1.66, -2.91, 1.60], [-1.31, -1.71, 0.93], [-1.51, -1.40, -0.33], [-2.24, -4.13, 0.88], [-1.45, -4.39, -0.41], [-3.72, -3.88, 0.58], [-2.15, -5.41, 1.72], [-0.92, -2.03, 5.26], [-0.37, -3.39, 5.68], [-2.35, -1.85, 5.79], [-0.03, -0.95, 5.89], [1.08, 2.10, 0.16], [0.20, 2.04, -0.81], [2.20, 2.95, 0.26], [3.05, 2.75, 1.34], [2.62, 3.96, -0.79], [1.43, 4.46, -1.62], [3.62, 3.26, -1.73], [3.31, 5.18, -0.16], [4.63, 2.94, 5.03], [3.00, 3.31, 4.49], [4.39, 3.80, 3.51], [4.31, 0.59, 5.25], [3.54, -0.40, 4.02], [2.60, 0.80, 4.92], [6.04, 1.26, 3.63], [5.63, 2.05, 2.12], [5.26, 0.34, 2.35], [1.72, 0.07, 2.86], [-0.17, 0.07, 3.62], [-1.79, -3.85, 3.48], [-1.41, -3.50, -1.03], [-1.93, -5.19, -0.98], [-0.44, -4.69, -0.16], [-3.85, -3.00, -0.04], [-4.27, -3.71, 1.51], [-4.17, -4.73, 0.07], [-1.15, -5.56, 2.11], [-2.40, -6.26, 1.10], [-2.86, -5.39, 2.55], [-1.04, -4.20, 5.42], [-0.22, -3.42, 6.76], [0.60, -3.57, 5.21], [-3.01, -2.62, 5.39], [-2.74, -0.88, 5.49], [-2.36, -1.90, 6.87], [0.98, -1.00, 5.50], [0.02, -1.10, 6.97], [-0.44, 0.05, 5.72], [3.92, 3.38, 1.42], [1.03, 3.64, -2.21], [1.75, 5.25, -2.29], [0.65, 4.85, -0.96], [3.16, 2.37, -2.17], [4.50, 2.95, -1.18], [3.91, 3.93, -2.53], [2.74, 5.57, 0.67], [3.41, 5.96, -0.91], [4.32, 4.93, 0.17], [-3.80, -1.26, -2.09], [-3.38, 0.05, -0.87], [-4.34, -0.33, 0.64], [-4.39, 1.43, -1.58], [-3.79, 1.79, -2.94], [-1.94, 1.97, -2.80], [-1.82, 3.74, -2.33], [-1.56, 2.07, -4.60], [-4.88, -1.37, -2.17], [-3.34, -2.20, -1.81], [-3.39, -0.97, -3.06], [-5.30, -0.78, 0.37], [-4.51, 0.60, 1.18], [-3.79, -1.01, 1.28], [-4.32, 2.28, -0.89], [-5.44, 1.16, -1.68], [-4.20, 2.73, -3.32], [-4.00, 1.01, -3.67], [-2.69, 4.29, -2.67], [-0.93, 4.16, -2.79], [-1.73, 3.82, -1.25], [-2.22, 2.80, -5.07], [-1.72, 1.10, -5.06], [-0.53, 2.36, -4.74], [1.05, -0.50, -1.97], [1.18, -0.34, -3.33], [1.67, 1.14, -3.90], [0.84, -1.37, -4.13], [1.09, -1.44, -5.52], [0.11, -1.97, -6.36], [0.36, -2.11, -7.71], [1.59, -1.74, -8.24], [2.56, -1.21, -7.40], [2.32, -1.06, -6.05], [1.60, 0.18, -1.46], [1.06, -1.44, -1.59], [0.30, -2.12, -3.73], [-0.84, -2.26, -5.95], [-0.40, -2.50, -8.37], [1.79, -1.86, -9.29], [3.52, -0.92, -7.80], [3.08, -0.65, -5.41]], "mulliken_charge": [-0.47, -1.76, 2.04, -2.20, -1.70, -0.57, -0.71, 0.43, 0.15, -0.77, -0.29, -0.59, -0.25, -0.76, 1.15, -1.01, 2.47, -1.66, -1.51, -2.31, 2.06, -1.78, -1.75, -2.07, 0.09, -0.27, -0.88, -0.20, 2.29, -1.29, -1.51, -2.07, 0.46, 0.39, 0.35, 0.57, 0.38, 0.43, 0.45, 0.34, 0.38, 1.00, 1.16, 0.41, 0.10, 0.48, 0.40, 0.13, 0.29, 0.51, 0.43, 0.48, 0.41, 0.38, 0.47, 0.38, 0.35, 0.35, 0.46, 0.43, 0.53, 0.36, 0.38, -0.25, 0.49, 0.48, 0.04, 0.33, 0.43, 0.36, 0.49, 0.41, -1.48, 1.52, -1.28, -0.68, -1.03, 1.44, -1.67, -1.47, 0.42, 0.20, 0.44, 0.42, 0.47, 0.24, 0.37, 0.52, 0.68, 0.38, 0.67, 0.36, 0.28, 0.50, 0.35, 0.37, -0.09, 0.43, -0.24, -0.14, 0.23, -0.49, -0.69, -0.41, -0.84, 0.01, -0.04, 0.24, 0.23, 0.40, 0.38, 0.40, 0.39, 0.50]}